The following is a quantum chemistry calculation of a gas-phase ion, C2H5N2O (charge +1) in a non-equilibrium geometry, from the Open Molecules 2025 dataset.

For the energy above the lowest of the compared OMol25 structures with the same formula, charge and spin, the calculation gives 18.82 kcal/mol. The value obtained for the molar mass is 73.07 g mol⁻¹. The net charge is +1. Its spin multiplicity is 3. The electronic energy comes out at -7170.5511 eV.

Last column: Löwdin spin population.
Positions of all 10 atoms, in Å:
C1 -0.928 0.358 -0.012  0.203
C2 -0.047 -0.997 -0.048  0.078
N1 -2.111 0.067 0.056  0.596
N2 -0.218 1.507 -0.007  0.272
O1 -3.215 -0.253 -0.055  0.816
H1 -0.088 -1.233 0.981  0.005
H2 -0.558 -1.837 -0.599  0.004
H3 0.942 -0.905 -0.552  0.010
H4 0.758 1.695 0.152  0.009
H5 -0.665 2.351 -0.239  0.007

Forces on atoms 1 to 6 (eV/Å):
9.0 -1.7 -0.9
-0.7 0.7 -1.7
-3.1 1.6 0.2
-2.1 -0.6 -0.1
-2.7 -0.8 -0.1
0.8 -0.8 1.2